{
  "formula": "C5H14",
  "method": "ωB97M-V/def2-TZVPD",
  "orbital_gap_ha": [0.422, 0.142],
  "multiplicity": 2,
  "s_squared": 0.7530,
  "e_above_lowest_ev": 0.742,
  "charge": 1,
  "lumo_energy_ev": [-3.247, -10.865],
  "symbols": ["H", "H", "C", "C", "C", "H", "H", "H", "H", "H", "H", "H", "H", "H", "C", "C", "H", "H", "H"],
  "xyz": [[0.71, -1.46, -0.87], [-0.79, -2.18, -0.50], [-1.05, -0.57, -1.90], [1.30, 1.52, 2.38], [-0.24, -1.77, -1.36], [-2.53, 0.23, -0.76], [0.50, -0.36, 2.10], [-1.87, -0.96, -2.48], [-0.10, -2.56, -2.08], [0.40, 1.66, 2.98], [-1.70, 1.60, -1.49], [2.27, -0.41, 2.15], [-0.83, 0.73, -0.22], [2.24, 1.80, 2.83], [1.40, 0.13, 1.74], [-1.51, 0.61, -1.05], [-0.29, -0.16, -2.67], [1.48, 0.33, 0.67], [1.15, 2.29, 1.59]]
}